No. 1
Entry from the Open Molecules 2025 dataset: 5 unconnected molecules or ions with the total composition C29H54N7O3 (ωB97M-V with the def2-TZVPD basis set).

XYZ file:
```
93
Properties=species:S:1:pos:R:3
C 3.881 3.884 -2.983
C 3.444 2.616 -2.275
C 3.749 1.370 -3.143
C 4.393 0.071 -2.496
C 5.381 0.457 -1.436
C 4.778 1.368 -0.351
N 4.256 2.600 -0.955
O 3.831 3.431 -0.144
C 5.920 1.789 0.648
C 3.704 0.603 0.477
C 1.937 2.620 -1.983
H 4.929 3.896 -3.288
H 3.575 4.801 -2.484
H 3.428 3.900 -3.977
H 4.458 1.624 -3.937
H 2.879 1.176 -3.770
H 4.808 -0.644 -3.202
H 3.505 -0.403 -2.068
H 6.234 0.928 -1.931
H 5.834 -0.438 -1.007
H 6.258 0.849 1.080
H 5.514 2.382 1.465
H 6.756 2.323 0.199
H 3.946 -0.403 0.810
H 2.880 0.453 -0.229
H 3.116 1.116 1.240
H 1.736 1.790 -1.301
H 1.287 2.490 -2.844
H 1.675 3.541 -1.462
C 2.114 0.265 4.390
C 0.971 1.289 4.512
N 0.821 2.085 3.292
C 1.560 3.169 2.953
C 1.142 3.703 1.778
N 0.083 2.904 1.436
C -0.082 1.885 2.296
C -0.649 3.084 0.193
H 2.461 0.127 5.414
H 2.972 0.657 3.846
H 1.738 -0.669 3.979
H 1.062 1.978 5.352
H 0.015 0.815 4.738
H 2.420 3.538 3.491
H 1.384 4.623 1.273
H -0.814 1.099 2.299
H -1.692 2.788 0.277
H -0.219 2.470 -0.595
H -0.625 4.128 -0.114
C -1.206 -4.497 1.223
C -2.274 -3.806 0.416
N -3.189 -3.043 1.295
C -2.893 -1.934 2.072
C -4.075 -1.528 2.634
N -5.112 -2.350 2.221
C -4.502 -3.208 1.424
C -6.527 -2.287 2.546
H -0.275 -4.760 0.730
H -1.593 -5.429 1.645
H -1.005 -3.980 2.164
H -2.824 -4.548 -0.161
H -1.706 -3.170 -0.265
H -1.895 -1.521 2.123
H -4.152 -0.815 3.440
H -4.988 -3.941 0.797
H -6.966 -1.343 2.231
H -6.493 -2.309 3.636
H -7.075 -3.131 2.138
C -2.964 -2.307 -4.600
C -2.561 -2.475 -3.144
N -3.381 -1.660 -2.255
C -4.634 -2.020 -1.756
C -5.118 -0.936 -1.095
N -4.104 -0.025 -0.938
C -3.102 -0.449 -1.710
C -4.213 1.226 -0.192
H -2.369 -2.976 -5.221
H -2.924 -1.274 -4.940
H -3.986 -2.665 -4.740
H -1.535 -2.107 -3.053
H -2.402 -3.513 -2.852
H -5.090 -2.950 -2.055
H -6.047 -0.869 -0.552
H -2.247 0.159 -1.961
H -4.064 2.114 -0.804
H -3.507 1.175 0.635
H -5.243 1.312 0.148
C 1.060 -2.278 -0.447
C 0.448 -1.102 0.336
O -0.194 -0.226 -0.310
O 0.684 -0.966 1.558
H 0.402 -2.466 -1.295
H 0.984 -3.187 0.148
H 2.102 -2.067 -0.677
```

Summary:
Orbital gap, eV: 5.14
Total charge: +3
Spin multiplicity: 1
Highest occupied orbital energy, eV: -15.23

---

No. 2
Entry from the Open Molecules 2025 dataset: 4 unconnected molecules or ions with the total composition C29H56N2O8 (ωB97M-V with the def2-TZVPD basis set).

XYZ file:
```
95
Properties=species:S:1:pos:R:3
C -4.223 2.505 0.220
N -4.726 1.158 0.613
C -5.430 1.158 1.908
C -5.471 0.505 -0.423
O -6.681 0.381 -0.258
C -4.864 -0.095 -1.736
C -3.654 -1.106 -1.536
C -2.547 -0.682 -2.602
C -1.921 0.750 -2.261
N -1.637 1.407 -3.568
C -4.139 -2.546 -1.961
C -2.997 -3.626 -2.048
O -3.404 -4.728 -1.197
C -2.308 -5.627 -0.997
C -1.320 -5.081 0.133
O -0.181 -4.544 -0.565
C 0.297 -3.365 -0.009
C 0.845 -2.374 -0.944
C 1.417 -1.106 -0.469
C 1.478 -0.751 0.966
C 2.079 0.591 1.486
C 0.869 1.350 2.219
C 2.523 1.587 0.320
C 3.220 0.445 2.579
C 4.332 -0.639 2.296
C 3.965 -2.088 2.891
C 5.613 -0.171 3.144
C 4.823 -0.734 0.802
C 0.883 -1.759 1.871
C 0.315 -3.020 1.405
O -2.997 -1.034 -0.250
C -3.525 -1.894 0.690
O -2.821 -2.183 1.627
H -4.714 2.801 -0.741
H -4.414 3.211 1.065
H -3.104 2.414 0.093
H -4.664 1.360 2.715
H -5.864 0.155 2.170
H -6.199 1.974 1.951
H -5.688 -0.661 -2.253
H -4.607 0.775 -2.406
H -1.678 -1.388 -2.625
H -2.970 -0.669 -3.648
H -0.915 0.608 -1.760
H -2.571 1.354 -1.586
H -1.591 2.418 -3.451
H -0.763 1.051 -3.945
H -4.559 -2.442 -3.004
H -4.998 -2.943 -1.349
H -2.986 -4.045 -3.096
H -1.982 -3.260 -1.751
H -1.702 -5.691 -1.943
H -2.683 -6.646 -0.708
H -1.068 -5.915 0.846
H -1.913 -4.329 0.713
H 0.830 -2.581 -2.037
H 1.798 -0.434 -1.276
H 0.538 0.777 3.130
H 0.033 1.470 1.473
H 1.217 2.384 2.508
H 2.942 1.068 -0.574
H 3.274 2.316 0.737
H 1.638 2.197 0.002
H 3.743 1.447 2.623
H 2.725 0.308 3.575
H 3.505 -2.733 2.104
H 4.924 -2.503 3.304
H 3.245 -1.906 3.740
H 6.398 -0.971 3.070
H 6.031 0.708 2.568
H 5.352 0.119 4.190
H 4.016 -0.686 0.034
H 5.296 -1.757 0.687
H 5.666 -0.011 0.602
H 0.902 -1.555 2.963
H -0.093 -3.739 2.158
H -4.568 -2.300 0.681
C 0.202 4.874 -1.833
O -0.905 4.745 -2.721
H 1.051 4.330 -2.249
H 0.470 5.927 -1.722
H -0.052 4.452 -0.858
H -1.640 5.232 -2.332
C 1.235 3.139 -5.783
O 0.315 2.700 -4.791
H 1.155 2.482 -6.648
H 0.996 4.162 -6.085
H 2.255 3.097 -5.391
H 0.403 3.295 -4.037
C 6.847 2.765 4.784
O 5.619 3.044 4.122
H 7.605 2.532 4.038
H 7.166 3.637 5.361
H 6.721 1.907 5.449
H 4.967 3.247 4.801
```

Summary:
Orbital gap, eV: 8.35
ΔE to the lowest compared entry with this formula, charge and spin, kJ/mol: 237.66
Spin multiplicity: 1
Highest occupied orbital energy, eV: -8.03

---

No. 3
Entry from the Open Molecules 2025 dataset: 3 unconnected molecules or ions with the total composition C29H57N2O11P (ωB97M-V with the def2-TZVPD basis set).

XYZ file:
```
100
Properties=species:S:1:pos:R:3
C -2.105 -3.166 2.166
C -0.651 -3.461 1.850
O -0.448 -4.866 1.933
C 0.739 -5.338 1.385
C 0.634 -6.167 0.109
C -0.364 -7.332 0.098
C -0.714 -7.965 1.433
O -1.882 -7.315 1.934
C -2.350 -7.569 3.163
C -1.817 -8.782 3.874
O -3.177 -6.840 3.637
C 2.034 -6.716 -0.171
O 2.384 -7.653 0.822
C 3.591 -7.391 1.505
O 0.456 -5.311 -1.078
C -0.720 -4.924 -1.562
O -1.795 -5.016 -1.032
P -0.563 -4.283 -3.288
O -0.667 -5.316 -4.313
O -1.708 -3.189 -3.313
O 0.812 -3.493 -3.348
H -2.674 -4.094 2.130
H -2.224 -2.697 3.140
H -2.524 -2.479 1.431
H 0.013 -2.959 2.561
H -0.386 -3.106 0.850
H 1.426 -4.506 1.174
H 1.230 -5.977 2.124
H -1.299 -7.048 -0.375
H 0.078 -8.116 -0.521
H 0.111 -7.896 2.144
H -0.922 -9.023 1.266
H -1.628 -9.617 3.206
H -2.561 -9.069 4.611
H -0.883 -8.536 4.382
H 2.017 -7.209 -1.147
H 2.751 -5.891 -0.219
H 3.477 -6.586 2.238
H 3.867 -8.307 2.022
H 4.390 -7.125 0.807
H -2.072 -2.980 -2.442
H 0.982 -2.936 -2.576
C -1.992 2.778 2.355
C -0.837 1.782 2.535
C 0.516 2.508 2.556
C 0.972 2.994 1.182
C 0.955 1.872 0.152
C -0.413 1.195 0.051
N -0.810 0.760 1.431
O -0.293 -0.352 1.774
C -1.438 2.133 -0.587
C -0.340 -0.054 -0.813
C -1.054 1.034 3.843
H -2.825 2.325 1.819
H -2.354 3.079 3.338
H -1.694 3.682 1.827
H 1.269 1.831 2.969
H 0.428 3.348 3.251
H 0.360 3.826 0.833
H 1.987 3.387 1.263
H 1.221 2.259 -0.835
H 1.701 1.117 0.422
H -2.435 1.691 -0.555
H -1.157 2.282 -1.630
H -1.475 3.115 -0.129
H 0.429 -0.738 -0.458
H -0.117 0.243 -1.839
H -1.301 -0.568 -0.798
H -1.978 0.454 3.811
H -1.131 1.770 4.645
H -0.234 0.358 4.062
C 2.159 6.873 -3.920
C 1.008 6.019 -3.369
C -0.352 6.539 -3.855
C -0.807 7.826 -3.171
C -0.765 7.687 -1.652
C 0.606 7.250 -1.127
N 0.997 6.000 -1.864
O 0.486 4.944 -1.372
C 1.642 8.362 -1.290
C 0.526 6.912 0.356
C 1.215 4.585 -3.842
H 3.000 6.894 -3.229
H 2.507 6.435 -4.855
H 1.863 7.898 -4.135
H -1.100 5.760 -3.683
H -0.284 6.683 -4.937
H -0.198 8.674 -3.496
H -1.828 8.050 -3.483
H -1.031 8.630 -1.167
H -1.504 6.944 -1.339
H 2.635 8.003 -1.017
H 1.375 9.175 -0.614
H 1.689 8.775 -2.292
H -0.253 6.183 0.560
H 0.305 7.828 0.907
H 1.475 6.510 0.714
H 2.142 4.175 -3.440
H 1.278 4.592 -4.931
H 0.395 3.940 -3.541
```

Summary:
Orbital gap (spin up / spin down), eV: 8.48 / 9.60
Spin multiplicity: 3
Highest occupied orbital energy (spin up / spin down), eV: -8.07 / -9.32

---

No. 4
Entry from the Open Molecules 2025 dataset: 2 unconnected molecules or ions with the total composition C29H58ClN3O4PS (ωB97M-V with the def2-TZVPD basis set).

XYZ file:
```
97
Properties=species:S:1:pos:R:3
C -0.243 -3.052 0.714
C -0.390 -2.207 -0.633
C -1.445 -2.950 -1.542
C -2.398 -1.989 -2.330
N -3.152 -1.052 -1.476
C -4.537 -1.401 -1.302
N -4.786 -2.630 -0.450
C -4.404 -2.291 0.958
C -5.085 -1.001 1.526
C -4.179 -0.549 2.745
C -2.752 -0.051 2.299
C -2.231 1.223 3.074
C -1.378 2.134 2.120
C 0.191 1.882 2.235
C 0.836 2.518 0.934
C 1.413 1.419 -0.052
C 2.348 2.046 -1.146
C 2.909 0.954 -2.166
C 4.486 1.100 -2.381
C 5.220 -0.163 -1.761
C 5.466 0.055 -0.226
N 4.758 -0.881 0.666
C 4.943 -0.788 2.038
C 4.193 -1.803 2.697
C 3.526 -2.546 1.612
C 3.902 -1.920 0.387
O -5.130 0.123 0.624
C -5.434 -0.219 -0.721
C -5.057 1.068 -1.613
Cl -3.716 1.995 -0.777
C -6.238 2.096 -1.777
C -6.843 2.631 -0.436
P -7.260 -0.678 -1.030
O -7.794 -1.814 0.107
O -7.478 -1.254 -2.617
H 0.830 -2.966 1.008
H -0.430 -4.137 0.507
H -0.867 -2.653 1.545
H -0.667 -1.163 -0.354
H 0.625 -2.155 -1.097
H -1.990 -3.700 -0.900
H -0.861 -3.573 -2.271
H -3.047 -2.605 -3.005
H -1.743 -1.375 -3.006
H -2.680 -0.856 -0.593
H -4.951 -1.622 -2.321
H -4.147 -3.385 -0.751
H -5.734 -3.026 -0.544
H -3.290 -2.292 1.005
H -4.732 -3.148 1.604
H -6.097 -1.265 1.920
H -4.693 0.179 3.409
H -4.014 -1.488 3.341
H -2.027 -0.903 2.407
H -2.707 0.221 1.209
H -3.065 1.846 3.476
H -1.602 0.857 3.918
H -1.623 1.994 1.037
H -1.522 3.228 2.325
H 0.536 2.460 3.131
H 0.449 0.802 2.333
H 0.067 3.083 0.343
H 1.657 3.230 1.183
H 0.535 0.977 -0.583
H 2.004 0.681 0.543
H 1.751 2.772 -1.755
H 3.221 2.593 -0.720
H 2.663 -0.079 -1.821
H 2.451 1.159 -3.161
H 4.898 1.992 -1.857
H 4.707 1.103 -3.477
H 6.225 -0.192 -2.257
H 4.712 -1.116 -2.023
H 5.287 1.119 0.081
H 6.563 -0.108 -0.049
H 5.591 -0.046 2.540
H 4.095 -2.074 3.760
H 2.875 -3.429 1.716
H 3.571 -2.253 -0.614
H -4.684 0.768 -2.621
H -5.804 2.989 -2.303
H -7.002 1.685 -2.487
H -7.582 1.905 -0.007
H -7.454 3.535 -0.698
H -6.090 2.911 0.330
H -8.472 -2.393 -0.301
H -6.866 -0.736 -3.180
C 9.782 0.835 0.535
S 8.870 2.312 0.049
O 8.200 2.015 -1.250
C 10.323 3.314 -0.309
H 9.064 0.049 0.770
H 10.423 0.508 -0.284
H 10.382 1.053 1.419
H 10.929 2.828 -1.075
H 10.905 3.449 0.603
H 9.989 4.285 -0.672
```

Summary:
Orbital gap, eV: 6.81
Total charge: +1
Spin multiplicity: 1
Highest occupied orbital energy, eV: -9.65

---

Look up the spin multiplicity of the fourth one.
1

---

Look up the spin multiplicity of the fourth one.
1

---

What is the spin multiplicity in the first record?
1

---

Which value of spin multiplicity does entry 4 give?
1